C4H10O | ωB97M-V with the def2-TZVPD basis set

Summary:
max |F|: 0.34 eV Å⁻¹
HOMO-LUMO gap: 9.82 eV
HOMO energy: -0.328 Eh
LUMO level: 0.91 eV
2S+1: 1

```
15
Properties=species:S:1:pos:R:3:nbo_charge:R:1
C 0.690 1.492 1.431 -0.66
C 0.562 0.098 0.899 0.34
C 1.468 -0.519 0.138 -0.55
C -1.480 -0.628 -1.953 -0.85
O -0.622 -0.459 1.285 -0.68
H 1.564 1.992 1.009 0.22
H -0.208 2.067 1.180 0.23
H 0.777 1.478 2.522 0.23
H 2.385 -0.017 -0.146 0.21
H 1.321 -1.535 -0.222 0.20
H -0.931 0.031 -1.279 0.22
H -1.018 -0.595 -2.942 0.21
H -1.443 -1.654 -1.575 0.20
H -2.521 -0.305 -2.019 0.21
H -0.702 -1.330 0.871 0.48
```